The following is a quantum chemistry calculation of a cluster of 4 separate species, C19H50BO12P3 in total, from the OMol25 dataset.

Structure (XYZ):
```
85
Properties=species:S:1:pos:R:3
H 2.7659 -1.5450 0.2863
C -4.7027 2.4648 -6.6375
H -6.1585 -0.1745 3.1549
C -3.0494 -0.5826 -4.6314
H 8.5475 -5.1044 2.9298
O -5.4821 2.0775 -5.4991
H -3.8829 3.1151 -6.3343
O 6.7421 -4.6738 1.9874
H 7.6594 -6.5169 2.2888
H 0.1946 0.4497 -0.7988
H -4.7157 3.5569 -1.3311
O 6.5080 -4.0663 4.5043
O -3.5359 2.1084 -3.7815
H 4.6211 -7.5139 4.5389
P -4.7231 1.4089 -4.2883
H 3.1996 -2.1538 -1.6176
H -3.0339 -1.5314 -5.1608
O -5.4706 3.7727 2.2260
P -5.5228 2.5863 1.1680
H 0.5562 2.2412 1.6420
H 4.1143 2.6422 -2.2715
O 4.7816 -3.5096 2.6365
H 4.5017 -5.9828 5.4439
C 2.0711 2.4497 0.1139
H -5.7694 -0.4917 -2.1953
O -4.1361 2.5869 0.4243
H 4.8211 0.5450 0.5753
H -2.9742 3.3238 -1.0735
P 5.8426 -4.4889 3.2694
C 0.6485 2.0703 0.5635
H -2.8129 -0.7395 -3.5797
H -0.0771 2.7475 0.0980
C -1.1671 0.3322 0.8586
H 8.4561 -5.3870 1.1713
H 2.9490 -3.8188 3.5610
H -7.4450 4.3493 2.5615
C 3.7097 -3.0434 3.4696
H -4.3114 1.5821 -7.1456
C 5.0794 -6.5439 4.7111
C -5.6914 0.5874 -2.0617
H -2.2180 -0.9520 -0.5497
H -2.4340 -1.4275 1.1328
H -1.1199 0.3830 1.9520
C -1.7132 -1.0249 0.4174
H -6.1681 5.5371 2.9335
B 3.5848 -1.7354 -0.5666
H 4.4981 2.6532 -0.5660
C -6.4984 4.7751 2.2328
H -2.3189 0.1021 -5.0575
C -3.9137 3.5823 -0.5948
H -3.8419 4.5711 -0.1404
H -4.6965 0.8493 -1.6969
H 4.5801 0.1321 -2.2750
H -6.6302 5.2031 1.2413
C 5.0399 0.8341 -1.5671
H -6.4342 0.9449 -1.3570
C 5.3735 0.0878 -0.2548
H 2.7595 2.4112 0.9668
O -6.7287 2.6477 0.3345
H 6.0952 -6.6641 5.0819
H 5.7577 -1.9192 -0.9861
H 3.2894 -2.1744 2.9711
O -5.9451 1.2549 -3.3132
O -4.3803 -0.0684 -4.7780
C 7.9261 -5.4735 2.1149
H 4.0846 -2.7612 4.4533
H -7.3286 0.9056 2.3584
H 0.9390 -0.0742 0.7004
H -5.3756 2.9972 -7.3030
H 5.9600 1.1776 -2.0462
C 4.1008 2.0206 -1.3712
O 5.0732 -5.8727 3.4427
C 2.6628 1.6175 -1.0227
C 0.2123 0.6339 0.2822
C -6.3722 0.8537 2.8787
O -5.3059 1.2737 2.0160
H -0.9092 -1.7602 0.3102
C 5.0838 -1.4310 -0.2746
H -6.3943 1.4782 3.7720
H 2.0709 3.4965 -0.2118
H 6.4327 0.2298 -0.0262
H 2.0325 1.7207 -1.9138
H 5.3121 -1.8327 0.7205
H -1.8652 1.1137 0.5389
H 2.6157 0.5547 -0.7568
```

Computed properties:
**Relative energy (zero: lowest compared OMol25 entry of this formula, charge and spin)**: 0.00 kJ/mol
**Structure (SMILES)**: COP(=O)(OC)OC.COP(=O)(OC)OC.COP(=O)(OC)OC.BCCCCCCCCCC
**F_max**: 0.24 eV/Å
**Frontier orbital gap**: 11.07 eV
**E_LUMO**: 0.59 eV

Atom charges from the Löwdin analysis, given in e for atoms 1 to 8: 0.0226 -0.0858 0.0881 -0.0882 0.0881 -0.2032 0.0864 -0.2068